The following is a quantum chemistry calculation of C3H8NO3 as an isolated structure, from the OMol25 dataset.

```
15
C3H8NO3 | the OMol25 dataset | the ωB97M-V functional and the def2-TZVPD basis
C 0.443 -0.732 0.712
C -0.209 0.474 -0.034
C -1.652 0.093 -0.293
O -2.555 0.487 0.444
O -1.815 -0.769 -1.301
N 1.778 -0.438 1.054
H 0.136 -1.671 0.186
H -0.015 -0.729 1.717
H 0.370 0.792 -0.918
H 0.011 1.306 0.655
H 2.161 -0.692 1.941
H 2.460 -0.181 0.301
H -1.777 -1.178 -0.207
H 3.539 1.771 -0.525
O 3.077 0.957 -0.744
```

Properties
Total charge = -1
LUMO level = 3.35 eV
Spin multiplicity = 1
Relative energy (zero: lowest compared OMol25 entry of this formula, charge and spin) = 5.339 eV
Gap between HOMO and LUMO = 6.31 eV
Energy = -399.4816 a.u.

natural (NBO) atomic charge list, values in e, 4 entries:
1 C -0.183
2 C -0.536
3 C 0.621
4 O -0.599

The following is a quantum chemistry calculation of a 2-piece molecular cluster, C3H8NO3 overall, from the OMol25 dataset.

```
15
C3H8NO3 | the OMol25 dataset | the ωB97M-V functional and the def2-TZVPD basis
C 1.658 0.882 -0.195
O 1.766 -0.383 0.417
C 0.890 1.868 0.671
H 2.683 1.236 -0.350
H 1.140 0.791 -1.160
H 0.849 -0.742 0.512
H 1.327 1.929 1.664
H 0.898 2.868 0.233
H -0.150 1.555 0.722
N -2.198 -2.295 -0.659
C -1.401 -1.167 -0.338
O -1.399 -0.219 -1.141
O -0.719 -1.291 0.726
H -2.334 -2.910 0.128
H -3.011 -2.121 -1.231
```

Properties
Total charge = -1
LUMO level = 4.32 eV
Spin multiplicity = 1
Relative energy (zero: lowest compared OMol25 entry of this formula, charge and spin) = 0.096 eV
Gap between HOMO and LUMO = 8.88 eV
Energy = -399.6743 a.u.

natural (NBO) atomic charge list, values in e, 4 entries:
1 C -0.055
2 O -0.783
3 C -0.636
4 H 0.134

The following is a quantum chemistry calculation of a 2-piece molecular cluster, C3H8NO3 overall, from the OMol25 dataset.

```
15
C3H8NO3 | the OMol25 dataset | the ωB97M-V functional and the def2-TZVPD basis
O 0.217 -1.017 2.828
C 0.319 -0.313 1.724
C 0.478 -0.957 0.356
N -0.144 -0.204 -0.774
C 0.824 0.738 -1.506
O 1.912 0.201 -2.037
H 0.424 0.784 1.753
H 0.013 -1.947 0.420
H 1.536 -1.097 0.093
H -0.390 -0.882 -1.489
H 1.008 1.531 -0.744
H 0.126 1.200 -2.259
H -1.687 0.442 -0.095
H -2.150 0.705 1.314
O -2.486 0.815 0.414
```

Properties
Total charge = -2
LUMO level (alpha / beta) = 7.26 / 7.19 eV
Spin multiplicity = 2
Relative energy (zero: lowest compared OMol25 entry of this formula, charge and spin) = 2.472 eV
Gap between HOMO and LUMO (alpha / beta) = 3.72 / 6.75 eV
Energy = -399.4282 a.u.

natural (NBO) atomic charge list, values in e, 4 entries:
1 O -0.861
2 C -0.019
3 C -0.315
4 N -0.704

The following is a quantum chemistry calculation of a 2-piece molecular cluster, C3H8NO3S overall, from the OMol25 dataset.

```
16
C3H8NO3S | the OMol25 dataset | the ωB97M-V functional and the def2-TZVPD basis
O 0.773 2.040 1.206
C 0.207 1.584 0.264
O -0.013 2.137 -0.834
C -0.229 0.060 0.467
C 0.825 -0.670 -0.405
S 0.630 -2.544 -0.400
N -0.072 -0.286 1.862
H -1.268 -0.280 0.207
H 0.638 -0.315 -1.421
H 1.919 -0.450 -0.239
H 0.304 -2.513 0.902
H -0.866 -0.152 2.477
H 0.699 0.136 2.299
H -0.816 -0.064 -2.702
H -1.250 0.990 -1.529
O -1.480 0.325 -2.153
```

Properties
Total charge = -1
LUMO level = 3.27 eV
Spin multiplicity = 1
Relative energy (zero: lowest compared OMol25 entry of this formula, charge and spin) = 1.130 eV
Gap between HOMO and LUMO = 7.59 eV
Energy = -797.8306 a.u.

natural (NBO) atomic charge list, values in e, 4 entries:
1 O -0.738
2 C 0.753
3 O -0.805
4 C -0.204

The following is a quantum chemistry calculation of a 3-piece molecular cluster, C3H8NO3S overall, from the OMol25 dataset.

```
16
C3H8NO3S | the OMol25 dataset | the ωB97M-V functional and the def2-TZVPD basis
O 0.380 1.935 -1.417
C -0.529 1.082 -1.548
O -1.459 0.993 -2.330
C -0.357 -0.068 -0.356
C 0.433 0.505 0.839
S -0.359 0.908 2.420
N -0.200 -1.414 -0.702
H -1.375 -0.064 0.040
H 1.110 1.341 0.508
H 1.147 -0.274 1.151
H 2.972 0.189 -0.920
H 3.265 0.704 -1.364
H 0.378 -1.442 -1.546
H -1.723 -0.816 2.273
H -1.615 -1.930 1.075
O -2.069 -1.649 1.876
```

Properties
Total charge = -1
LUMO level = 0.24 eV
Spin multiplicity = 1
Relative energy (zero: lowest compared OMol25 entry of this formula, charge and spin) = 6.421 eV
Gap between HOMO and LUMO = 4.86 eV
Energy = -797.6362 a.u.

natural (NBO) atomic charge list, values in e, 4 entries:
1 O -0.662
2 C 0.788
3 O -0.637
4 C -0.230

The following is a quantum chemistry calculation of a 2-piece molecular cluster, C3H8NOP overall, from the OMol25 dataset.

```
14
C3H8NOP | the OMol25 dataset | the ωB97M-V functional and the def2-TZVPD basis
C 0.114 1.183 0.419
C 1.488 -0.744 -0.234
C 1.040 0.650 -0.347
N -2.301 -0.182 -0.642
O 2.683 -0.803 0.409
P -3.243 0.387 0.482
H -0.509 0.530 1.023
H -2.315 -1.194 -0.867
H -0.110 2.265 0.429
H 1.497 -1.209 -1.180
H 0.816 -1.269 0.361
H 1.623 1.078 -1.097
H 3.249 -0.048 0.156
H -4.032 -0.644 1.091
```

Properties
SMILES = [H]/N=P\[H].C=CCO
LUMO level = -0.59 eV
Spin multiplicity = 1
Relative energy (zero: lowest compared OMol25 entry of this formula, charge and spin) = 3.068 eV
Gap between HOMO and LUMO = 9.00 eV
Energy = -590.3406 a.u.

natural (NBO) atomic charge list, values in e, 4 entries:
1 C -0.352
2 C -0.089
3 C -0.218
4 N -1.054

- Which value of relative energy (zero: lowest compared OMol25 entry of this formula, charge and spin) does entry 2 give?
  0.096 eV

Repeat the sixth record exactly.
The following is a quantum chemistry calculation of a 2-piece molecular cluster, C3H8NOP overall, from the OMol25 dataset.

```
14
C3H8NOP | the OMol25 dataset | the ωB97M-V functional and the def2-TZVPD basis
C 0.114 1.183 0.419
C 1.488 -0.744 -0.234
C 1.040 0.650 -0.347
N -2.301 -0.182 -0.642
O 2.683 -0.803 0.409
P -3.243 0.387 0.482
H -0.509 0.530 1.023
H -2.315 -1.194 -0.867
H -0.110 2.265 0.429
H 1.497 -1.209 -1.180
H 0.816 -1.269 0.361
H 1.623 1.078 -1.097
H 3.249 -0.048 0.156
H -4.032 -0.644 1.091
```

Properties
SMILES = [H]/N=P\[H].C=CCO
LUMO level = -0.59 eV
Spin multiplicity = 1
Relative energy (zero: lowest compared OMol25 entry of this formula, charge and spin) = 3.068 eV
Gap between HOMO and LUMO = 9.00 eV
Energy = -590.3406 a.u.

natural (NBO) atomic charge list, values in e, 4 entries:
1 C -0.352
2 C -0.089
3 C -0.218
4 N -1.054